1.
Here is 2 unconnected molecules or ions with the total composition C2H6NO3 from the Open Molecules 2025 dataset. Energies are from ωB97M-V/def2-TZVPD.

```
12
Properties=species:S:1:pos:R:3:forces:R:3
O -0.22194 2.16191 2.13902 -0.2 0.7 0.6
O 1.36115 -0.61398 0.63276 0.9 0.0 -0.4
H -0.14189 -2.04663 0.05903 0.2 -0.1 -0.2
H -0.85951 1.50815 2.44663 0.4 -0.1 -0.6
H 0.70431 -1.15858 -2.20712 -1.1 1.3 0.6
H -0.67383 0.16812 -1.53994 0.8 -0.6 -1.6
C 0.94355 0.11261 -0.28823 -2.0 -0.5 1.0
O 0.74026 1.36050 -0.23063 0.7 0.0 -0.6
H -1.35112 -1.07665 -0.17504 -0.6 -0.4 0.3
C 0.08403 -0.63060 -1.40709 0.2 -1.0 1.4
N -0.75486 -1.71502 -0.68813 0.9 1.2 -0.6
H 0.16983 1.93018 1.25875 -0.2 -0.6 0.2
```
Forces are in eV/Å.

LUMO   4.252 eV
Energy relative to the best compared isomer or geometry (same formula, charge and spin)   1.067 eV
E_HOMO   -4.53 eV
Net charge   -1

Here are the natural (NBO) charges for atoms 1 to 4, given in e: O -1.015; O -0.766; H 0.368; H 0.452

2.
Here is 2 unconnected molecules or ions with the total composition C2H6NOS from the Open Molecules 2025 dataset. Energies are from ωB97M-V/def2-TZVPD.

```
11
Properties=species:S:1:pos:R:3:forces:R:3
C -2.04026 -1.00848 0.62504 0.0 1.4 -1.6
H 3.34736 0.89974 -0.00429 0.1 0.0 -0.1
C 2.26301 0.93996 -0.10974 -0.4 0.0 0.7
H 2.01865 1.59869 -0.95190 0.0 -0.3 0.0
H 1.87364 1.41364 0.80257 0.2 0.2 -0.2
H -2.33962 0.10265 -1.03609 0.2 0.1 0.1
H -0.62617 -0.37138 -0.75154 0.1 -0.1 0.1
H -1.20271 -1.54908 1.08446 -0.2 -0.1 0.4
O -3.19347 -0.88808 1.02140 0.2 -0.7 0.6
N -1.63035 -0.39676 -0.52250 -0.2 -0.6 0.6
S 1.52993 -0.74090 -0.15741 0.2 0.0 -0.4
```
Forces are in eV/Å.

LUMO   4.195 eV
Energy relative to the best compared isomer or geometry (same formula, charge and spin)   0.817 eV
E_HOMO   -2.73 eV
Net charge   -1

Here are the natural (NBO) charges for atoms 1 to 4, given in e: C 0.516; H 0.175; C -0.731; H 0.169

3.
Here is 2 unconnected molecules or ions with the total composition C2H6NOS from the Open Molecules 2025 dataset. Energies are from ωB97M-V/def2-TZVPD.

```
11
Properties=species:S:1:pos:R:3:forces:R:3
H -0.25398 -2.13539 -2.82444 0.2 0.2 0.3
H 0.60875 0.24037 0.81136 -0.4 -0.1 -0.1
H -1.67309 -1.24484 -3.13997 -0.2 0.4 0.3
H -0.11015 -0.48141 -3.35837 0.0 0.2 -0.1
H 0.87245 -0.44953 2.36875 -0.1 -0.2 0.1
C -0.67991 -1.12736 -2.69102 0.3 -0.5 -0.4
O 0.60876 1.56233 3.68363 -0.4 0.6 -0.5
N 0.50703 0.31023 1.82523 0.2 0.8 -0.4
C 0.42905 1.49317 2.46550 1.2 -1.5 1.1
H 0.30746 2.36131 1.82707 -0.4 0.3 -0.3
S -0.61635 -0.52888 -0.96774 -0.3 -0.2 -0.3
```
Forces are in eV/Å.

LUMO   4.080 eV
Energy relative to the best compared isomer or geometry (same formula, charge and spin)   0.978 eV
E_HOMO   -2.71 eV
Net charge   -1

Here are the natural (NBO) charges for atoms 1 to 4, given in e: H 0.167; H 0.434; H 0.168; H 0.172

4.
Here is 2 unconnected molecules or ions with the total composition C2H6NOS from the Open Molecules 2025 dataset. Energies are from ωB97M-V/def2-TZVPD.

```
11
Properties=species:S:1:pos:R:3:forces:R:3
H -1.46599 -2.56693 1.60519 0.3 0.4 0.1
H 0.26280 0.52618 -0.12673 0.5 0.1 0.8
C -1.29775 -2.15148 0.59930 -0.9 -0.5 0.3
N 1.17701 1.03203 -0.27723 -0.3 0.5 0.1
S -1.58762 -0.36101 0.48579 0.1 0.1 0.1
H 0.32164 2.90891 -0.22876 -0.3 -0.1 -0.3
C 1.11939 2.31797 -0.71182 -0.3 -0.4 -0.4
H -2.09928 -2.64965 0.03809 0.4 -0.1 -0.3
H 2.07176 0.61902 -0.08233 -0.1 -0.3 -0.6
O 1.81518 2.82798 -1.57241 0.6 0.3 0.5
H -0.31713 -2.50303 0.27091 0.0 0.1 -0.2
```
Forces are in eV/Å.

LUMO   4.182 eV
Energy relative to the best compared isomer or geometry (same formula, charge and spin)   1.276 eV
E_HOMO   -2.73 eV
Net charge   -1

Here are the natural (NBO) charges for atoms 1 to 4, given in e: H 0.169; H 0.433; C -0.737; N -0.908

Taking the records one at a time from the top gives maximum force values of 2.2 2.1 2.2 1.1 eV Å⁻¹.
Taking the records one at a time from the top gives total energy values of -9805.1333 -16545.5137 -16545.3521 -16545.0538 eV.